Computed, not measured: a molecular structure, C13H12BFeN9OSe at a distorted geometry, with ωB97M-V/def2-TZVPD.

Properties
multiplicity: 2
largest force on an atom: 2.3 eV/A
total charge: -1
frontier orbital gap (alpha / beta): 6.719 / 6.649 eV
⟨S²⟩: 0.94
lowest unoccupied orbital energy (alpha / beta): 2.6 / 2.6 eV

Geometry (Å):
Fe  -0.037  -0.029  -0.004
C  4.244  3.421  0.401
C  2.262  0.345  -3.406
H  3.403  2.103  -2.722
C  0.338  3.882  0.436
N  1.158  0.123  -1.489
H  0.747  -1.239  -3.046
C  1.913  -0.803  2.185
H  1.003  4.721  0.340
C  3.858  4.904  -1.169
C  -1.002  3.905  0.758
C  -1.602  -3.654  1.883
N  -2.018  -4.613  2.384
H  2.607  0.175  -4.411
O  -1.372  -0.015  -1.065
C  3.379  0.823  1.943
N  -0.373  1.792  0.464
H  1.378  -1.675  2.510
N  0.689  2.595  0.260
C  1.304  -0.385  -2.704
C  -1.406  2.571  0.753
N  3.093  3.131  -0.253
B  2.075  1.992  -0.077
H  3.699  -0.701  3.497
H  5.673  5.065  0.116
N  1.484  -0.031  1.188
H  -1.606  4.771  0.965
N  1.986  1.181  -1.394
Se  -0.932  -2.111  1.075
H  4.237  1.458  2.074
C  4.765  4.558  -0.162
C  2.671  1.338  -2.541
H  4.689  2.877  1.215
H  3.921  5.745  -1.839
N  2.854  4.038  -1.215
C  3.109  -0.299  2.692
N  2.388  0.968  1.043
H  -2.388  2.180  0.954